[1]
This record from OMol25 describes a molecular structure, C27H21Cl3GeKNS2Sb. The level of theory is ωB97M-V/def2-TZVPD.

Its HOMO energy (alpha / beta) is -6.125 / -8.407 eV. Its energy relative to the best compared isomer or geometry (same formula, charge and spin) is 0.187 eV. For the LUMO energy (alpha / beta), the calculation gives 0.02 / -0.32 eV. The spin multiplicity is 2.

```
57
Properties=species:S:1:pos:R:3:forces:R:3
K -1.5557 1.5038 -1.5217 0.4 0.3 -0.4
S -1.3310 2.2005 3.0812 0.2 -0.1 -0.1
C -1.8193 0.5669 3.1141 -0.2 0.1 0.1
C -2.6241 0.2720 2.0607 0.1 -0.2 -0.2
C -2.7996 1.3443 1.1261 -0.2 0.1 0.4
C -2.1579 2.4751 1.5842 0.0 -0.1 0.0
C -2.0345 3.7893 0.9515 0.0 0.3 -0.1
C -1.8266 4.9553 1.6951 0.0 0.0 0.0
C -1.6704 6.1583 1.0333 0.0 0.0 0.1
C -1.7617 6.1888 -0.3492 -0.1 0.0 0.0
C -2.0080 4.9944 -1.0034 0.0 0.1 0.0
N -2.1138 3.8235 -0.3838 0.0 0.2 0.2
H -1.5118 -0.0936 3.9118 0.0 0.1 0.0
H -3.0759 -0.7029 1.9273 0.0 0.0 0.0
H -1.7977 4.9144 2.7762 0.0 0.0 0.0
H -1.4917 7.0673 1.5946 0.0 0.0 0.0
H -1.6569 7.1102 -0.9045 0.0 0.0 0.0
H -2.1192 4.9729 -2.0841 0.0 0.0 0.0
S 1.4257 1.7341 -0.2542 0.0 -0.1 0.0
Sb 1.4878 -0.5203 -0.3304 -0.1 0.1 0.0
C 0.5848 -1.5930 1.2428 0.1 -0.1 0.1
C 1.2850 -1.6975 2.4439 0.1 0.0 0.0
C 0.7414 -2.4022 3.5070 0.0 0.0 0.0
C -0.4996 -3.0152 3.3691 0.0 0.0 0.0
C -1.2007 -2.9033 2.1777 0.0 0.0 0.0
C -0.6663 -2.1847 1.1151 0.0 0.0 0.0
C 3.4582 -1.2664 -0.3547 0.0 -0.1 0.0
C 3.7008 -2.6140 -0.1038 0.0 0.0 0.0
C 4.9989 -3.0990 -0.1500 0.1 0.0 0.0
C 6.0498 -2.2384 -0.4446 0.0 0.0 0.0
C 5.8057 -0.8936 -0.6875 0.0 0.0 0.0
C 4.5079 -0.4035 -0.6426 0.0 0.0 0.0
C 0.5036 -1.1960 -2.0827 0.2 -0.2 -0.1
C 0.3542 -0.3095 -3.1456 0.1 0.1 0.1
C -0.3210 -0.6980 -4.2941 0.0 -0.1 0.0
C -0.8377 -1.9843 -4.3908 0.0 0.0 0.0
C -0.6425 -2.8891 -3.3567 0.0 0.0 0.0
C 0.0364 -2.5017 -2.2102 0.0 0.0 0.1
H 2.2593 -1.2330 2.5560 0.0 0.0 0.0
H 1.2880 -2.4788 4.4393 0.0 0.0 0.0
H -0.9207 -3.5763 4.1948 0.0 0.0 0.0
H -2.1763 -3.3632 2.0731 0.0 0.0 0.0
H -1.2473 -2.0704 0.2108 0.0 0.0 -0.1
H 2.8837 -3.2850 0.1382 0.0 0.0 0.0
H 5.1911 -4.1464 0.0476 0.0 0.0 0.0
H 7.0632 -2.6172 -0.4817 0.0 0.0 0.0
H 6.6275 -0.2236 -0.9081 0.0 0.0 0.0
H 4.3071 0.6477 -0.8192 0.0 0.0 0.0
H 0.7833 0.6867 -3.0701 0.0 0.0 0.0
H -0.4406 -0.0010 -5.1147 0.0 0.0 0.0
H -1.3830 -2.2843 -5.2763 0.0 0.0 0.0
H -1.0286 -3.8976 -3.4389 0.0 0.0 0.0
H 0.1861 -3.2206 -1.4131 0.0 0.0 0.0
Cl -3.2562 -0.7487 -1.1412 -0.3 -0.3 0.0
Ge -4.4463 0.9208 -0.0781 -0.4 -0.2 0.2
Cl -4.6049 2.3451 -1.7933 0.1 -0.1 -0.1
Cl -6.5017 -0.3190 -0.1422 0.3 0.1 0.0
```
Positions in Å, forces in eV/Å.

[2]
This record from OMol25 describes a molecular structure, C27H21F8N3O6S2 at a distorted geometry. The level of theory is ωB97M-V/def2-TZVPD.

Its HOMO energy is -9.107 eV. For the LUMO energy, the calculation gives -1.28 eV. The spin multiplicity is 1.

```
67
Properties=species:S:1:pos:R:3:forces:R:3
C 2.6568 -1.8454 -1.7126 0.5 0.0 0.5
C 1.8555 -1.6906 -0.4157 -0.3 -0.4 -0.8
C 1.0712 -2.9746 -0.0166 0.4 0.0 0.4
C -0.3418 -2.7262 0.4522 0.1 -0.1 -0.1
C -1.4480 -2.3587 -0.2830 0.0 0.3 0.2
S -1.2928 -2.2225 -2.0454 -0.5 -0.9 -0.7
O -0.0596 -2.7762 -2.5128 0.2 0.4 0.3
O -2.4927 -2.7047 -2.6594 -0.1 0.2 0.2
C -1.2788 -0.3776 -2.4060 -0.3 0.0 -0.1
F -2.5434 -0.0132 -2.6731 0.0 0.0 0.0
F -0.8727 0.2844 -1.3104 0.1 -0.1 -0.1
C -0.4207 0.0731 -3.6177 0.0 0.3 0.1
F 0.8360 -0.3729 -3.5143 -0.1 0.0 0.0
F -0.3906 1.4241 -3.5700 0.0 -0.1 0.0
C -0.9707 -0.3174 -5.0183 0.4 0.2 -0.1
F -0.0438 0.0307 -5.9159 0.0 0.0 0.0
F -2.0862 0.3393 -5.3012 -0.1 -0.1 0.0
F -1.1720 -1.6242 -5.1056 -0.1 -0.1 0.1
C -2.7451 -2.0983 0.3315 0.1 -0.1 -0.2
C -3.9824 -1.6817 -0.3923 -0.2 0.0 -0.5
C -4.8356 -2.5974 -0.9993 0.1 0.2 0.2
C -5.9779 -2.1205 -1.6178 -0.1 -0.3 -0.1
N -6.3353 -0.8413 -1.6775 0.0 0.1 0.1
C -5.5327 0.0275 -1.0690 0.0 -0.3 -0.1
C -4.3656 -0.3490 -0.4248 0.3 0.2 0.2
C -2.9040 -2.2420 1.6685 -0.2 0.0 0.4
C -1.8196 -2.6532 2.4764 -0.1 0.1 -0.5
N -1.8337 -2.8639 3.7914 0.3 -0.1 0.2
S -0.3348 -3.3276 4.1633 -0.3 0.1 0.2
N 0.3630 -3.2797 2.7420 0.3 -0.1 -0.1
C -0.5637 -2.8882 1.8573 0.0 -0.1 0.2
O 2.7752 -1.3193 0.5916 -0.3 0.3 0.1
C 2.2005 -0.4946 1.5924 0.4 0.3 0.3
C 1.7490 0.8425 1.0693 -0.5 -0.2 -0.1
C 0.4687 1.2902 1.3652 0.0 0.0 0.0
C -0.0004 2.5065 0.8885 0.2 -0.2 0.1
C 0.8205 3.2802 0.0856 -0.2 0.0 0.1
C 2.1047 2.8400 -0.2132 -0.1 0.2 -0.2
C 2.5683 1.6267 0.2682 0.0 0.1 0.0
H 2.6364 -0.9108 -2.2673 0.0 -0.1 -0.1
H 2.3167 -2.6728 -2.3244 -0.1 0.1 -0.1
H 3.7004 -2.0196 -1.4473 0.0 -0.1 0.1
H 1.1129 -0.9036 -0.5783 0.1 0.2 0.2
H 1.1228 -3.7186 -0.8045 -0.2 0.1 -0.1
H 1.5990 -3.3992 0.8340 0.1 0.0 0.0
H -4.6152 -3.6544 -0.9905 0.0 0.0 -0.1
H -6.6337 -2.8299 -2.1079 -0.1 0.0 0.0
H -5.8248 1.0687 -1.1093 0.0 0.1 0.0
H -3.7456 0.4045 0.0455 0.0 0.0 0.0
H -3.8649 -2.0594 2.1278 0.0 0.0 0.0
H 2.9793 -0.3376 2.3406 0.1 -0.1 0.0
H 1.3743 -0.9819 2.1155 -0.1 -0.1 -0.1
H -0.1777 0.6744 1.9807 0.0 0.0 0.0
H -0.9986 2.8226 1.1575 0.0 0.1 -0.1
H 0.4454 4.2167 -0.3033 0.1 0.1 0.0
H 2.7197 3.4634 -0.8494 0.1 -0.1 0.0
H 3.5646 1.2838 0.0202 0.0 0.0 0.0
C 4.9090 4.7692 3.1908 0.2 0.0 0.0
C 3.5899 5.4489 3.4879 0.0 0.0 -0.2
O 2.6530 4.4369 3.1796 0.0 0.0 0.3
C 3.2642 3.2326 3.3657 0.0 0.0 -0.2
O 2.7046 2.1936 3.4240 0.0 0.0 0.2
O 4.6057 3.4006 3.4720 0.0 0.1 0.0
F 3.3728 6.5210 2.6889 0.0 0.0 0.0
H 5.1759 4.8765 2.1385 -0.1 0.1 0.0
H 5.7284 5.1169 3.8135 0.0 -0.1 0.1
H 3.4604 5.7536 4.5280 0.0 0.1 0.0
```
Positions in Å, forces in eV/Å.

[3]
This record from OMol25 describes 4 unconnected molecules or ions with the total composition C27H21FN2O6S at a distorted geometry. The level of theory is ωB97M-V/def2-TZVPD.

The SMILES is CC[C@@H](F)c1cccc2nsnc12.O=C1C=CC(=O)C=C1.O=C1C=CC(=O)C=C1.O=C1C=CC(=O)C=C1. Its HOMO energy is -8.832 eV. For the LUMO energy, the calculation gives -2.05 eV. The spin multiplicity is 1.

```
58
Properties=species:S:1:pos:R:3:forces:R:3
C 2.2318 -0.7926 2.3442 0.6 -0.8 0.3
C 2.7214 0.6996 1.8736 -0.4 -0.3 0.5
C 1.5814 1.5990 1.1124 0.2 0.2 0.8
F 1.7696 1.4944 -0.3626 -0.8 0.1 3.0
C 0.0711 1.1889 1.6250 -3.0 0.4 1.8
C -0.6560 1.9970 2.8892 -0.5 -2.9 -2.4
C -2.1397 1.5985 3.4658 0.5 -3.2 -3.5
C -2.9933 0.3468 2.7800 3.6 2.1 -0.2
C -2.2820 -0.4429 1.5316 2.2 -1.3 -2.6
N -2.7114 -1.6176 0.6808 2.2 3.1 1.4
S -1.5202 -2.0585 -0.5448 0.0 4.2 4.4
N -0.2710 -0.8713 -0.2368 -3.9 1.3 4.2
C -0.7758 -0.0506 0.9317 0.1 0.1 -0.2
H 3.2236 -1.4316 2.5194 -2.2 1.4 -0.3
H 1.6201 -0.8087 3.3594 1.3 0.3 -2.2
H 1.5977 -1.3815 1.5566 1.3 1.4 1.3
H 3.6670 0.5839 1.1839 -2.0 0.5 1.3
H 3.0057 1.2900 2.8673 -0.5 -1.2 -2.3
H 1.7894 2.7281 1.4084 -0.7 -2.3 -0.9
H -0.0956 2.8921 3.4427 -1.2 -2.2 -1.5
H -2.5725 2.2282 4.3644 0.9 -1.6 -2.1
H -4.0507 0.0019 3.1631 2.5 0.9 -0.9
O -0.6444 -7.0182 1.6599 0.1 0.6 0.5
C -0.5085 -6.0338 2.3734 -0.1 -0.7 -0.6
C -0.0303 -6.1551 3.7648 0.1 0.2 0.4
C 0.1158 -5.0793 4.5442 0.0 -0.5 -0.1
C -0.1929 -3.7237 4.0474 0.1 0.7 0.5
O -0.0570 -2.7393 4.7609 -0.1 -0.6 -0.4
C -0.6711 -3.6024 2.6560 -0.1 -0.2 -0.4
C -0.8172 -4.6782 1.8766 0.0 0.4 0.1
H 0.1927 -7.1561 4.1142 0.0 0.0 0.0
H 0.4648 -5.1508 5.5672 0.0 0.0 0.0
H -0.8941 -2.6014 2.3066 0.0 0.0 0.1
H -1.1662 -4.6068 0.8537 0.0 -0.1 0.1
O -4.2444 -3.0123 -6.1048 0.1 0.7 0.5
C -4.1085 -2.0280 -5.3913 -0.1 -0.8 -0.6
C -3.6303 -2.1493 -3.9999 0.1 0.2 0.4
C -3.4842 -1.0734 -3.2205 0.0 -0.4 -0.1
C -3.7929 0.2822 -3.7173 0.1 0.8 0.6
O -3.6570 1.2665 -3.0038 -0.1 -0.7 -0.5
C -4.2711 0.4035 -5.1087 -0.1 -0.2 -0.4
C -4.4172 -0.6724 -5.8881 0.0 0.5 0.1
H -3.4073 -3.1502 -3.6505 0.0 0.0 0.0
H -3.1352 -1.1449 -2.1976 -0.2 0.1 -0.2
H -4.4941 1.4045 -5.4581 0.0 0.0 0.0
H -4.7662 -0.6009 -6.9110 0.0 0.0 0.0
O 4.0488 5.9381 0.3295 0.0 -0.3 -0.7
C 4.0427 5.4997 -0.8125 0.0 0.3 0.8
C 4.7633 6.1874 -1.9020 0.1 0.0 -0.5
C 4.7542 5.7087 -3.1499 0.2 0.4 0.3
C 4.0250 4.4715 -3.4922 0.0 -0.4 -0.9
O 4.0188 4.0330 -4.6343 0.0 0.3 0.8
C 3.3044 3.7838 -2.4027 -0.2 -0.1 0.5
C 3.3135 4.2624 -1.1548 -0.1 -0.3 -0.3
H 5.2940 7.0933 -1.6348 0.0 0.0 0.0
H 5.2768 6.2012 -3.9608 0.0 0.0 0.0
H 2.7736 2.8778 -2.6700 0.0 0.0 0.0
H 2.7908 3.7699 -0.3440 0.0 0.0 -0.1
```
Positions in Å, forces in eV/Å.

[4]
This record from OMol25 describes a molecular structure, C27H22AlCl2GeNO4. The level of theory is ωB97M-V/def2-TZVPD.

Its HOMO energy (alpha / beta) is -6.089 / -6.148 eV. Its energy relative to the best compared isomer or geometry (same formula, charge and spin) is 0.540 eV. For the LUMO energy (alpha / beta), the calculation gives -0.21 / -0.12 eV. The spin multiplicity is 1.

```
58
Properties=species:S:1:pos:R:3:forces:R:3
Al 0.5360 0.1091 0.0252 -0.2 -0.6 0.3
O 3.6925 -1.5844 -1.6423 0.0 0.0 0.0
C 2.7395 -1.1585 -0.7984 0.0 0.1 0.0
O 1.9195 -0.2246 -1.2157 0.0 -0.1 0.1
C 2.5670 -1.6756 0.4840 0.1 0.0 0.0
C 3.3963 -2.4768 1.2674 -0.1 0.1 0.0
C 3.1642 -2.5186 2.6430 0.1 -0.1 0.0
C 2.2312 -1.6631 3.2434 -0.1 0.1 -0.1
C 1.4152 -0.8971 2.4163 0.1 0.0 0.2
N 1.4185 -1.1387 1.0610 -0.1 0.1 -0.2
C 0.6658 0.2696 2.6944 0.0 0.1 0.0
O 0.3567 0.7165 3.9188 0.0 0.0 -0.1
O 0.2357 0.9716 1.7104 0.0 0.0 0.0
H 3.5751 -1.0983 -2.4691 0.0 0.0 0.0
H 4.2483 -2.9785 0.8309 0.0 0.0 0.0
H 3.8088 -3.1185 3.2707 0.0 0.0 0.0
H 2.2140 -1.5518 4.3205 0.0 0.0 0.0
H 0.7029 0.1040 4.5785 0.0 0.0 0.0
Cl 0.5678 2.5059 -1.0707 -0.2 0.4 0.0
C -1.1238 2.9714 -0.9888 0.2 -0.1 -0.1
Cl -2.0740 1.3844 -0.3769 0.1 0.0 0.0
H -1.4729 3.2284 -1.9819 0.0 0.0 0.0
H -1.2633 3.7309 -0.2297 -0.1 0.0 0.0
C -1.2072 -0.0087 -0.7673 0.0 0.1 0.0
Ge -1.8580 -0.9556 -2.3204 0.0 0.1 0.0
C -1.0734 -0.4175 -4.0321 0.0 -0.1 -0.1
C 0.0665 0.3794 -4.0925 0.0 0.0 0.0
C 0.6511 0.7081 -5.3100 0.0 0.0 0.0
C 0.1043 0.2364 -6.4928 0.0 0.0 0.0
C -1.0225 -0.5728 -6.4525 0.0 0.0 0.0
C -1.5992 -0.8985 -5.2340 0.0 0.0 0.0
C -3.7925 -0.7104 -2.4056 -0.1 0.1 0.0
C -4.4151 -0.0329 -3.4516 0.0 0.0 0.0
C -5.7893 0.1759 -3.4532 0.0 0.0 0.0
C -6.5623 -0.2900 -2.4017 0.0 0.0 0.0
C -5.9576 -0.9583 -1.3460 0.0 0.0 0.0
C -4.5857 -1.1608 -1.3481 0.0 0.0 0.0
C -1.4448 -2.8413 -2.0386 0.0 0.0 0.0
C -0.1177 -3.2203 -1.8415 0.0 0.0 0.0
C 0.2257 -4.5417 -1.6034 0.0 0.0 0.0
C -0.7626 -5.5158 -1.5698 0.0 0.0 0.0
C -2.0859 -5.1596 -1.7814 0.0 0.0 0.0
C -2.4227 -3.8319 -2.0117 -0.1 0.0 0.0
H 0.5158 0.7381 -3.1779 0.0 0.0 0.1
H 1.5373 1.3312 -5.3328 0.0 0.0 0.0
H 0.5561 0.4918 -7.4427 0.0 0.0 0.0
H -1.4499 -0.9545 -7.3713 0.0 0.0 0.0
H -2.4725 -1.5417 -5.2242 0.0 0.0 0.0
H -3.8251 0.3446 -4.2783 0.0 0.0 0.0
H -6.2534 0.7051 -4.2761 0.0 0.0 0.0
H -7.6327 -0.1288 -2.4011 0.0 0.0 0.0
H -6.5561 -1.3188 -0.5189 0.0 0.0 0.0
H -4.1254 -1.6714 -0.5091 0.0 0.0 0.0
H 0.6688 -2.4754 -1.8837 0.0 0.0 0.0
H 1.2624 -4.8101 -1.4426 0.0 0.0 0.0
H -0.5007 -6.5493 -1.3824 0.0 0.0 0.0
H -2.8596 -5.9170 -1.7655 0.0 0.0 0.0
H -3.4630 -3.5734 -2.1728 0.0 0.0 0.0
```
Positions in Å, forces in eV/Å.